Density functional theory data (ωB97M-V/def2-TZVPD) for a molecular structure, C23H32AsCl5KN13 in a non-equilibrium geometry.

Calculated values
Total charge: -2
Energy above the lowest of the compared OMol25 structures with the same formula, charge and spin, kcal/mol: 20.5
Lowest unoccupied orbital energy, eV: 3.9

CARTESIAN COORDINATES (ANGSTROEM)
K -0.25960 1.08123 0.84461
N 0.39560 1.34053 -1.56549
C -0.59860 0.95223 -2.52869
C -1.93820 1.55063 -2.11869
N -2.38310 1.13553 -0.79929
C -2.87620 -0.22337 -0.81019
C -3.06050 -0.87127 0.57011
N -1.79240 -1.03047 1.23901
C -3.32840 2.07783 -0.23269
C -3.05500 2.40043 1.23481
N -1.85270 3.18563 1.37791
H 0.49340 2.36703 -1.55979
H 1.29150 0.91853 -1.76949
H -0.64600 -0.14327 -2.55399
H -0.38480 1.30273 -3.56109
H -2.69860 1.31613 -2.89129
H -1.78590 2.62883 -2.08329
H -2.13890 -0.83557 -1.32759
H -3.84500 -0.29327 -1.35579
H -3.52490 -1.85167 0.38951
H -3.77450 -0.28567 1.15831
H -1.60280 -1.98577 1.50261
H -1.68360 -0.44677 2.06661
H -4.36750 1.71703 -0.33319
H -3.25300 3.01513 -0.78639
H -2.90090 1.48843 1.79831
H -3.94890 2.90403 1.64731
H -1.56580 3.13733 2.35181
H -2.02100 4.15723 1.13941
N 1.02780 -0.56067 4.20351
C 1.74370 -0.72807 3.03611
N 2.99340 -1.20957 3.02711
N 3.30230 -1.28917 1.73731
N 2.30890 -0.87697 1.01671
N 1.28750 -0.51687 1.80201
C 0.08470 0.43893 4.36411
N -0.09990 1.04593 5.54271
N -1.09700 1.89473 5.31871
N -1.49260 1.80323 4.09121
N -0.77360 0.87453 3.44041
H 1.60970 -0.66727 5.02351
Cl 1.57630 3.54403 1.04031
C 1.15880 4.74243 -0.13819
C 0.36530 4.34893 -1.21749
C 0.07230 5.38433 -2.09269
Cl -0.92120 5.01063 -3.48479
C 0.50350 6.69963 -1.96829
Cl 0.08960 7.93453 -3.12319
C 1.30700 7.02483 -0.88509
Cl 1.90460 8.63343 -0.68959
C 1.63440 6.03693 0.03901
Cl 2.63960 6.45423 1.39101
C -0.69740 -3.13727 -1.75189
As 0.51870 -1.96487 -0.66079
C 1.94070 -2.06167 -2.01839
C 0.94130 -3.51077 0.54401
C 1.76760 -4.56627 -0.06429
C 3.12570 -4.32797 -0.28699
C 3.92530 -5.27877 -0.88339
C 3.40400 -6.51247 -1.24489
C 2.06660 -6.77577 -1.00509
C 1.25400 -5.80757 -0.44029
H -0.20580 -4.08417 -1.97539
H -0.98670 -2.67867 -2.69859
H -1.61230 -3.34777 -1.19469
H 2.18740 -3.08837 -2.28579
H 2.83300 -1.55607 -1.65849
H 1.58840 -1.55117 -2.91879
H -0.03050 -3.89807 0.87021
H 1.45180 -3.10017 1.41051
H 3.53870 -3.37897 0.02501
H 4.96830 -5.06027 -1.06979
H 4.04140 -7.26847 -1.68679
H 1.65510 -7.74757 -1.25319
H 0.20590 -6.02907 -0.27039

Results of the Löwdin charge analysis, in e, for atoms 1 through 5: number 1, K, carries 0.55; number 2, N, carries -0.09; number 3, C, carries -0.29; number 4, C, carries -0.21; number 5, N, carries -0.21